No. 1
Below is an isolated molecule of C18H31N5O3S, with properties calculated with wB97M-V/def2-TZVPD.

```
58
Properties=species:S:1:pos:R:3:mulliken_charge:R:1
C -2.386 -2.175 -1.600 -0.99
C -3.404 -1.047 -1.664 -0.65
N -2.826 0.285 -1.511 0.34
C -3.848 1.299 -1.757 -0.77
C -3.281 2.707 -1.650 -0.63
C -2.616 2.933 -0.293 -0.98
C -1.599 1.836 -0.076 0.98
O -1.008 2.024 1.222 -0.44
N 0.195 1.360 1.301 0.04
C 0.302 0.131 1.874 -0.30
O -0.657 -0.524 2.238 -0.65
C 1.733 -0.385 1.874 0.40
C 1.765 -1.563 0.889 -1.80
N 1.161 -1.209 -0.389 0.09
C 1.720 -0.289 -1.207 0.55
O 2.797 0.231 -0.980 -0.69
C 0.893 0.097 -2.431 0.22
C 1.625 -0.207 -3.700 0.11
C 2.259 0.661 -4.538 -0.53
N 2.869 0.074 -5.607 -0.37
N 2.756 -1.199 -5.633 -0.28
S 1.824 -1.755 -4.356 0.13
C 2.265 -0.714 3.293 1.59
C 1.571 -1.923 3.927 -1.75
C 2.039 0.515 4.180 -1.77
C 3.770 -0.984 3.203 -1.86
C -2.255 0.469 -0.182 -0.47
H -2.868 -3.124 -1.835 0.50
H -1.591 -2.018 -2.332 0.15
H -1.950 -2.280 -0.605 0.21
H -3.900 -1.073 -2.636 0.50
H -4.186 -1.218 -0.904 0.39
H -4.258 1.136 -2.756 0.42
H -4.681 1.186 -1.039 0.40
H -2.549 2.858 -2.448 0.31
H -4.083 3.431 -1.804 0.39
H -2.136 3.911 -0.244 0.32
H -3.360 2.887 0.507 0.38
H -0.806 1.915 -0.829 -0.15
H 1.002 1.938 1.127 0.28
H 2.384 0.390 1.463 1.29
H 2.794 -1.878 0.719 0.33
H 1.198 -2.400 1.290 0.46
H 0.246 -1.564 -0.609 0.20
H -0.096 -0.361 -2.419 -0.03
H 0.747 1.177 -2.372 0.18
H 2.318 1.731 -4.416 0.49
H 1.787 -2.844 3.383 0.35
H 1.943 -2.056 4.945 0.48
H 0.491 -1.788 3.963 0.31
H 2.510 1.402 3.749 0.35
H 0.975 0.720 4.314 0.39
H 2.475 0.352 5.167 0.47
H 4.296 -0.146 2.740 0.40
H 4.180 -1.130 4.204 0.47
H 3.989 -1.883 2.626 0.37
H -3.020 0.385 0.609 0.12
H -1.517 -0.304 0.015 -0.23
```

HOMO level   -9.17 eV
Gap between HOMO and LUMO   9.6 eV
Charge   0
Total energy   -1602.1404 Ha
SMILES   CCN1CCC[C@@H](ONC(=O)[C@H](CNC(=O)Cc2cnns2)C(C)(C)C)C1


No. 2
Below is an isolated molecule of C18H31N5O3S, with properties calculated with wB97M-V/def2-TZVPD.

```
58
Properties=species:S:1:pos:R:3:mulliken_charge:R:1
C 0.676 1.889 -3.096 -0.93
C 2.160 1.941 -2.766 -0.65
N 2.601 0.855 -1.899 0.41
C 4.056 0.854 -1.787 -0.78
C 4.550 -0.306 -0.935 -0.60
C 3.897 -0.299 0.446 -1.12
C 2.399 -0.260 0.258 1.35
O 1.794 -0.214 1.564 -0.41
N 0.454 -0.515 1.478 0.02
C -0.477 0.477 1.562 -0.54
O -0.199 1.657 1.487 -0.63
C -1.909 -0.038 1.621 1.06
C -2.603 0.436 0.339 -1.66
N -2.048 -0.222 -0.831 0.33
C -2.688 -1.236 -1.459 0.64
O -3.796 -1.630 -1.148 -0.66
C -1.892 -1.904 -2.579 -1.11
C -0.605 -2.502 -2.098 0.83
C 0.664 -2.303 -2.557 -0.51
N 1.625 -3.017 -1.901 -0.30
N 1.173 -3.735 -0.947 -0.33
S -0.496 -3.651 -0.854 0.11
C -2.630 0.377 2.929 1.52
C -2.956 1.872 2.962 -1.77
C -1.727 0.030 4.116 -1.78
C -3.927 -0.428 3.049 -1.82
C 1.995 0.942 -0.579 -0.53
H 0.439 2.618 -3.871 0.46
H 0.404 0.899 -3.468 0.05
H 0.051 2.125 -2.234 0.25
H 2.733 1.866 -3.693 0.50
H 2.404 2.921 -2.320 0.35
H 4.474 0.781 -2.793 0.43
H 4.410 1.807 -1.353 0.38
H 4.321 -1.246 -1.443 0.33
H 5.635 -0.242 -0.837 0.40
H 4.182 -1.181 1.020 0.33
H 4.208 0.586 1.010 0.40
H 2.070 -1.175 -0.242 -0.35
H 0.238 -1.460 1.759 0.34
H -1.896 -1.134 1.595 0.89
H -3.662 0.194 0.363 0.36
H -2.489 1.514 0.236 0.18
H -1.123 0.030 -1.141 0.05
H -2.540 -2.668 -3.004 0.35
H -1.674 -1.174 -3.362 0.35
H 0.958 -1.639 -3.355 0.45
H -3.654 2.148 2.170 0.34
H -3.432 2.116 3.914 0.48
H -2.057 2.478 2.855 0.32
H -1.456 -1.030 4.111 0.33
H -0.808 0.620 4.107 0.38
H -2.245 0.235 5.055 0.49
H -3.732 -1.502 3.017 0.42
H -4.414 -0.203 4.000 0.45
H -4.635 -0.191 2.254 0.36
H 2.287 1.865 -0.048 0.04
H 0.912 0.971 -0.678 -0.27
```

HOMO level   -8.88 eV
Gap between HOMO and LUMO   9.0 eV
Charge   0
Total energy   -1602.1445 Ha
SMILES   CCN1CCC[C@@H](ONC(=O)[C@H](CNC(=O)Cc2cnns2)C(C)(C)C)C1


No. 3
Below is an isolated molecule of C18H31NO4, with properties calculated with wB97M-V/def2-TZVPD.

```
54
Properties=species:S:1:pos:R:3:mulliken_charge:R:1
C -2.345 -2.986 -1.730 -1.86
H -2.068 -3.614 -0.843 0.30
H -2.043 -3.395 -2.516 0.67
H -3.537 -3.048 -1.697 0.34
C -2.132 -1.614 -1.533 0.53
N -0.459 -1.502 -1.564 0.27
H -0.047 -2.005 -0.882 0.03
C 0.190 -1.969 -2.622 -2.19
C 1.622 -1.347 -2.588 0.07
O 1.536 0.116 -2.136 -0.49
H 0.974 -0.042 -1.448 0.12
C 2.658 -2.278 -1.747 -0.92
H 2.670 -2.977 -2.383 0.80
H 3.676 -1.556 -1.592 0.23
O 2.056 -2.629 -0.501 -0.55
C 2.145 -1.675 0.411 1.88
C 1.268 -2.064 1.525 -0.04
C 1.131 -1.351 2.624 -0.58
C 1.585 -0.100 2.919 0.65
C 2.480 0.382 1.664 -1.35
C 2.538 -0.509 0.594 -0.67
H 3.374 -0.072 -0.304 -0.29
H 2.889 1.331 1.773 0.57
C 1.340 0.860 3.790 -1.06
O -0.318 0.801 4.165 -0.52
C -0.963 1.162 2.839 -0.47
C -0.698 2.414 1.783 -0.84
O -1.170 2.100 0.791 -0.09
C -0.608 2.914 -0.549 0.28
C -0.847 4.485 -0.302 -1.57
H -0.467 4.842 -1.066 0.73
H -2.036 4.555 -0.145 0.25
H -0.296 4.795 0.630 0.31
C -1.454 2.422 -1.782 -0.70
H -0.969 2.891 -2.632 0.42
H -1.065 1.269 -1.656 -0.14
H -2.555 2.521 -1.562 0.33
H 0.615 2.802 -0.571 0.24
H 0.550 2.303 1.727 0.08
H -0.693 3.164 2.347 0.87
H -1.943 1.380 3.010 0.53
H -0.595 0.207 2.010 -0.14
H 1.465 0.398 4.739 0.40
H 1.595 1.860 3.614 0.46
H 0.506 -1.907 3.529 0.05
H 0.880 -3.068 1.649 0.46
H 2.048 -1.064 -3.639 0.45
H 0.281 -2.777 -2.855 1.23
H -0.298 -1.516 -3.394 0.86
C -2.361 -1.181 -0.261 -0.77
H -2.163 -1.745 0.707 0.26
H -3.559 -1.091 -0.164 0.32
H -2.157 -0.024 0.195 -0.25
H -2.225 -0.865 -2.374 0.47
```

HOMO level   -7.89 eV
Gap between HOMO and LUMO   8.4 eV
Charge   0
Total energy   -1059.4193 Ha
SMILES   CC(C)NC[C@@H](O)COc1ccc(COCCOC(C)C)cc1


Values of ΔE to the lowest compared entry with this formula, charge and spin, in order: 22.7 12.1 1925.7, all in kJ/mol.